1.
{"formula": "C27H29AsBr2N2O3STi", "method": "wB97M-V/def2-TZVPD", "elements": ["Ti", "C", "C", "C", "C", "C", "C", "Br", "C", "C", "Br", "C", "O", "C", "N", "H", "H", "H", "H", "H", "H", "C", "O", "C", "C", "C", "C", "C", "C", "N", "C", "C", "C", "C", "C", "C", "C", "O", "H", "H", "H", "H", "H", "H", "H", "H", "H", "H", "H", "H", "H", "C", "As", "C", "C", "S", "H", "H", "H", "H", "H", "H", "H", "H", "H", "H"], "coordinates": [[-0.58159, -0.78763, -1.88075], [-2.89879, 1.57007, -1.88075], [-1.49199, 2.06417, -1.88075], [-1.17749, 3.52487, -1.88075], [0.10381, 3.94817, -1.88075], [1.20971, 2.95387, -1.88075], [2.57791, 3.29047, -1.88075], [3.17151, 5.11257, -1.88075], [3.54531, 2.26787, -1.88075], [3.16531, 0.91507, -1.88075], [4.50511, -0.44933, -1.88075], [1.80531, 0.57337, -1.88075], [1.36831, -0.76843, -1.88075], [0.84141, 1.60267, -1.88075], [-0.56239, 1.21837, -1.88075], [-3.61389, 2.41907, -1.88075], [-3.07919, 0.95297, -0.97545], [-3.07919, 0.95297, -2.78605], [-1.98399, 4.25237, -1.88075], [0.31071, 5.01307, -1.88075], [4.59661, 2.52637, -1.88075], [2.77061, 1.35407, 3.83735], [2.07721, 0.12447, 3.64675], [2.48061, -0.65333, 2.58745], [3.74231, -0.54473, 1.98855], [4.14981, -1.46593, 1.01865], [3.31451, -2.51743, 0.65045], [2.05711, -2.64393, 1.23925], [1.62191, -1.69343, 2.17365], [0.35651, -1.89543, 2.75565], [-0.55679, -1.00083, 2.89105], [-0.63469, 0.28967, 2.18955], [-0.81109, 1.44707, 2.96475], [-0.93999, 2.67637, 2.33205], [-0.91379, 2.72857, 0.94385], [-0.77489, 1.55087, 0.19305], [-0.64709, 0.27557, 0.77275], [-0.58159, -0.78763, 0.06575], [2.22081, 1.93367, 4.58515], [2.80711, 1.94417, 2.91585], [3.77491, 1.17337, 4.23425], [4.44321, 0.23667, 2.26465], [5.12521, -1.36063, 0.54795], [3.62971, -3.22113, -0.11655], [1.39851, -3.43893, 0.89625], [0.10331, -2.86353, 2.92625], [-1.42839, -1.27893, 3.50485], [-0.83549, 1.39367, 4.04795], [-1.06859, 3.58637, 2.90925], [-1.02049, 3.67767, 0.42635], [-0.78759, 1.62647, -0.89555], [-4.99339, -3.01543, -1.41315], [-3.07089, -2.59943, -1.44865], [-2.19789, -2.73723, 0.30895], [-2.09069, -3.50603, -2.89345], [-2.98509, -0.78763, -1.88075], [-5.13229, -4.08653, -1.16055], [-5.43599, -2.81073, -2.40965], [-5.49489, -2.38783, -0.64805], [-2.20729, -3.79543, 0.64115], [-2.74579, -2.11413, 1.04535], [-1.14909, -2.38403, 0.23105], [-2.09509, -4.59983, -2.70955], [-1.04369, -3.14013, -2.91805], [-2.58149, -3.29313, -3.86535], [-0.58159, -2.54823, -1.88075]], "atomic_forces_ev_per_a": [[2.33, -2.63, 0.81], [-0.49, 3.07, 0.14], [-4.38, 6.25, -5.98], [-0.51, -1.49, -0.42], [0.99, -1.24, -0.17], [-1.00, 1.36, 0.02], [0.65, -0.84, 0.02], [-0.28, -0.63, 0.01], [-0.76, 0.49, 0.03], [-0.43, 0.21, 0.06], [-0.60, 0.80, -0.63], [-0.50, -2.86, 0.08], [0.49, 3.25, -0.59], [-0.49, 0.15, -0.85], [6.16, -3.03, -12.01], [0.50, -0.32, -0.03], [0.09, 1.47, -0.48], [0.05, 1.36, 0.47], [-0.02, -0.31, 0.00], [0.22, -0.17, 0.00], [-0.06, -0.01, -0.01], [0.08, 0.28, 0.32], [-0.12, -0.32, -0.88], [0.05, 0.06, 0.56], [0.01, -0.27, -0.35], [-0.37, -0.04, 0.49], [-0.25, -0.06, 0.15], [0.48, 0.61, -0.26], [1.26, -0.37, -0.83], [-0.35, -0.14, -0.27], [-1.37, 0.89, -0.10], [0.47, -1.30, 1.17], [-0.23, 0.64, -0.66], [0.01, -0.02, 0.73], [0.07, -1.43, 0.22], [-0.30, 1.78, 6.96], [0.13, 2.85, 1.54], [0.91, -0.39, -0.51], [-0.03, -0.30, -0.15], [0.07, -0.18, 0.03], [-0.06, 0.04, -0.18], [-0.28, -0.07, 0.11], [-0.27, -0.06, 0.39], [-0.11, 0.12, 0.20], [-0.02, 0.13, 0.20], [0.17, 0.09, 0.58], [0.48, -0.10, -0.13], [0.04, -0.13, -0.09], [0.05, -0.14, 0.06], [-0.04, -0.18, 0.32], [0.37, 0.76, 10.34], [-0.03, -0.80, 0.19], [0.32, -8.91, 1.80], [-0.42, -1.87, 0.54], [-1.28, -2.18, -1.11], [-0.72, 5.31, -2.56], [-0.05, 0.64, -0.16], [0.46, -0.07, 0.58], [0.48, -0.31, -0.45], [-0.20, 0.45, -0.06], [0.11, -0.28, -0.56], [-1.27, -0.68, -0.09], [0.02, 0.44, -0.31], [-1.43, -0.64, -0.17], [-0.24, -0.17, 0.63], [1.44, 1.44, 1.32]], "homo_lumo_gap_ha": [0.238, 0.256], "spin_multiplicity": 2, "s2": 0.786, "charge": 1}

2.
{"formula": "C27H29AsCl2F6I2N2O2P2V", "method": "wB97M-V/def2-TZVPD", "elements": ["V", "C", "P", "C", "C", "C", "C", "C", "C", "C", "P", "C", "C", "H", "H", "H", "H", "H", "H", "H", "H", "H", "H", "H", "H", "H", "H", "H", "H", "I", "C", "C", "C", "I", "C", "C", "C", "C", "N", "C", "C", "O", "H", "H", "H", "H", "F", "As", "F", "F", "F", "F", "F", "C", "C", "O", "H", "H", "H", "H", "H", "H", "Cl", "C", "C", "C", "C", "C", "Cl", "C", "N", "H", "H", "H"], "coordinates": [[1.23759, -1.95036, 0.33361], [-1.62190, 3.68648, 0.55156], [-0.99505, 2.04769, 1.02063], [0.51134, 2.39790, 1.95982], [-2.12708, 1.28982, 2.20168], [-2.02157, 1.37461, 3.58760], [-2.94737, 0.71267, 4.37520], [-3.96475, -0.03050, 3.78906], [-4.07050, -0.11179, 2.41110], [-3.14465, 0.54483, 1.60999], [-3.12947, 0.61566, -0.20931], [-4.76007, 1.39767, -0.52621], [-3.49929, -1.12191, -0.78487], [-1.90005, 4.24623, 1.44649], [-2.48474, 3.59367, -0.10390], [-0.83186, 4.22147, 0.02473], [0.29724, 3.11463, 2.75626], [1.26445, 2.79855, 1.28735], [0.87954, 1.47042, 2.39238], [-1.21900, 1.93144, 4.05308], [-2.86423, 0.75658, 5.45268], [-4.66872, -0.56304, 4.41406], [-4.86147, -0.70396, 1.96702], [-5.57575, 0.77123, -0.15863], [-4.89292, 1.55885, -1.59527], [-4.81072, 2.35796, -0.01327], [-3.90793, -1.65930, 0.07330], [-1.93318, -2.37943, -0.48227], [-4.28679, -1.04334, -1.53181], [4.21116, -1.42276, -3.77827], [4.50775, -0.85852, -1.80103], [5.76758, -0.37111, -1.40083], [6.00898, -0.00184, -0.10810], [7.89940, 0.72413, 0.39287], [4.98502, -0.12755, 0.86894], [5.11490, 0.18639, 2.23989], [4.06627, -0.01770, 3.09224], [2.86633, -0.54881, 2.59349], [2.70395, -0.82062, 1.31892], [3.73465, -0.61670, 0.44943], [3.46232, -0.96930, -0.91301], [2.25879, -1.39043, -1.22142], [6.54978, -0.29071, -2.14296], [6.05689, 0.57250, 2.60580], [4.14963, 0.19260, 4.14835], [2.04395, -0.78745, 3.25680], [-0.04007, -0.54276, 0.20507], [-0.21992, -2.65628, 2.33098], [2.17715, -3.45907, 0.76420], [-1.82556, -2.65174, 1.35173], [-0.61423, -4.28656, 2.69006], [-1.10018, -1.61880, 3.41479], [1.01729, -2.73423, 3.64301], [1.15764, 1.32226, -3.19571], [0.47333, 2.15990, -2.13622], [0.83896, 1.73584, -0.82861], [0.97635, 1.73421, -4.18984], [0.79033, 0.29568, -3.17666], [2.23438, 1.29779, -3.01954], [-0.61897, 2.11189, -2.24809], [0.77554, 3.20653, -2.21374], [0.71694, 0.77243, -0.76355], [-0.03991, -3.59603, -1.22829], [-0.51614, -2.55976, -2.55688], [0.26634, -2.58818, -3.68767], [-0.09151, -1.81447, -4.78161], [-1.21236, -1.01387, -4.68206], [-1.97105, -0.97621, -3.52154], [-3.30894, 0.15510, -3.54361], [-1.67907, -1.77229, -2.40111], [-2.38445, -1.88635, -1.24436], [1.15114, -3.20855, -3.69682], [0.50227, -1.82425, -5.68357], [-1.51371, -0.37910, -5.50354]], "atomic_forces_ev_per_a": [[0.67, -0.18, -0.87], [0.05, 0.03, 0.00], [0.10, -0.04, 0.07], [0.00, -0.01, 0.02], [-0.09, 0.03, -0.07], [0.03, -0.05, 0.01], [0.03, 0.01, 0.00], [0.00, 0.00, 0.01], [0.00, 0.02, -0.04], [-0.02, -0.02, 0.02], [0.01, 0.00, -0.04], [-0.02, 0.02, 0.02], [-0.18, 0.05, 0.07], [0.02, 0.00, 0.01], [-0.01, -0.01, 0.00], [0.01, -0.01, -0.03], [0.00, -0.02, 0.01], [-0.01, 0.01, 0.00], [0.03, -0.06, 0.02], [0.00, 0.00, 0.00], [0.00, 0.00, 0.01], [-0.01, -0.01, 0.01], [0.00, -0.01, 0.00], [0.01, -0.01, 0.01], [0.00, 0.00, 0.01], [0.00, 0.01, -0.01], [0.04, 0.03, 0.00], [0.05, 0.03, 0.02], [0.04, -0.02, 0.05], [-0.02, 0.01, -0.02], [-0.04, 0.07, -0.08], [0.03, 0.02, 0.02], [-0.07, -0.02, -0.04], [0.01, 0.01, 0.00], [0.01, 0.06, 0.02], [-0.02, -0.02, 0.01], [0.02, -0.01, -0.06], [-0.03, 0.02, 0.04], [0.09, 0.01, 0.04], [0.08, 0.07, -0.04], [0.12, 0.05, 0.08], [-0.16, -0.12, 0.22], [0.01, 0.00, 0.01], [0.00, 0.01, 0.01], [0.01, 0.01, 0.01], [0.01, -0.01, -0.02], [0.09, -0.15, 0.07], [-0.57, -0.08, 0.60], [-0.28, 0.24, -0.03], [0.05, -0.02, 0.01], [-0.08, 0.08, 0.15], [0.03, -0.16, -0.07], [-0.01, 0.02, -0.04], [0.02, 0.02, 0.01], [-0.02, -0.05, -0.14], [0.02, 0.26, -0.03], [-0.03, -0.02, -0.02], [0.02, -0.03, 0.03], [0.00, 0.03, -0.02], [0.02, -0.01, -0.03], [-0.01, -0.01, 0.02], [-0.14, -0.10, 0.13], [0.02, 0.06, -0.01], [0.01, -0.02, -0.03], [-0.04, 0.02, 0.00], [-0.02, -0.02, 0.04], [0.02, 0.02, 0.03], [0.02, 0.07, -0.07], [0.01, 0.02, -0.10], [0.12, 0.01, -0.03], [-0.06, -0.18, 0.04], [0.01, 0.00, -0.01], [0.01, 0.00, -0.01], [0.01, 0.01, -0.02]], "homo_lumo_gap_ha": [0.279, 0.213], "relative_energy_kj_mol": 249.5, "spin_multiplicity": 4, "s2": 3.764}

3.
{"formula": "C27H29Br2MnN4O4S2", "method": "wB97M-V/def2-TZVPD", "elements": ["Mn", "C", "C", "C", "C", "C", "C", "Br", "C", "C", "Br", "C", "O", "C", "N", "H", "H", "H", "H", "H", "H", "C", "C", "C", "C", "C", "C", "C", "C", "C", "S", "C", "N", "H", "H", "H", "H", "H", "H", "H", "H", "C", "S", "O", "O", "O", "H", "H", "H", "C", "C", "N", "C", "C", "N", "C", "C", "H", "H", "H", "H", "H", "H", "H", "H", "H", "H", "H", "H"], "coordinates": [[-0.27148, 0.14651, -0.03764], [0.57785, -3.34568, 1.23846], [-0.51068, -2.69287, 2.04264], [-1.23810, -3.45713, 2.98149], [-2.10014, -2.83889, 3.83455], [-2.21408, -1.43141, 3.81490], [-2.94986, -0.67136, 4.75332], [-3.94898, -1.53049, 6.13045], [-2.90949, 0.69246, 4.71876], [-2.17844, 1.35837, 3.73168], [-2.09391, 3.25348, 3.82640], [-1.48665, 0.70607, 2.69878], [-0.85468, 1.29414, 1.77195], [-1.50300, -0.75060, 2.80206], [-0.70992, -1.40216, 1.91049], [1.42726, -3.54578, 1.89611], [0.93795, -2.66947, 0.46754], [0.25704, -4.29612, 0.80546], [-1.09561, -4.53038, 3.01705], [-2.66848, -3.40776, 4.55848], [-3.43500, 1.26956, 5.46715], [0.58283, 1.56430, -3.70164], [1.81927, 0.89619, -3.17613], [2.87996, 0.66472, -4.09124], [4.05674, 0.17755, -3.63188], [4.21892, -0.07976, -2.25074], [5.46430, -0.49523, -1.73221], [5.58573, -0.69438, -0.38631], [4.48426, -0.51846, 0.46138], [3.22724, -0.14758, 0.00549], [1.91626, -0.02936, 1.13925], [3.09629, 0.11110, -1.40738], [1.90378, 0.58469, -1.90308], [0.83853, 2.57335, -4.03636], [-0.17775, 1.65860, -2.93510], [0.18666, 1.03009, -4.56923], [2.73056, 0.89557, -5.13878], [4.89228, 0.00112, -4.30084], [6.30117, -0.62884, -2.40733], [6.53793, -0.99452, 0.03557], [4.59430, -0.68924, 1.52501], [-3.11597, 2.82400, 0.27464], [-2.66662, 1.49636, -0.78236], [-3.57795, 1.53390, -1.90532], [-2.69926, 0.24229, -0.01797], [-1.23874, 1.74921, -1.15659], [-4.11950, 2.63371, 0.64855], [-3.09458, 3.72669, -0.33243], [-2.39044, 2.87434, 1.08066], [-1.97518, -1.16490, -2.76153], [-2.36230, -2.27722, -3.76838], [-1.89194, -3.58349, -3.30216], [-2.42325, -3.80593, -1.95578], [-1.91160, -2.72103, -0.97326], [-1.11175, -1.71637, -1.69701], [0.04343, -2.37730, -2.33324], [-0.43163, -3.54582, -3.23298], [-2.85516, -0.73770, -2.29204], [-1.44762, -0.35272, -3.25207], [-1.92894, -2.09448, -4.75473], [-3.44629, -2.32773, -3.88895], [-2.11835, -4.80344, -1.62954], [-3.51331, -3.79843, -2.01919], [-1.28990, -3.16522, -0.20264], [-2.72682, -2.19052, -0.48187], [0.71624, -2.73200, -1.55241], [0.58304, -1.62301, -2.90718], [-0.08435, -4.50758, -2.84754], [-0.04533, -3.43781, -4.24910]], "atomic_forces_ev_per_a": [[0.16, 0.07, 0.63], [0.03, 0.02, 0.00], [0.06, 0.01, 0.07], [0.03, -0.03, 0.00], [-0.01, 0.02, 0.04], [-0.02, -0.02, 0.00], [0.01, -0.03, 0.00], [0.00, 0.00, -0.02], [0.03, 0.02, -0.02], [-0.04, 0.00, 0.02], [0.01, 0.00, 0.01], [-0.03, 0.05, 0.01], [0.07, -0.12, -0.05], [0.04, 0.01, -0.08], [-0.25, -0.03, 0.01], [0.00, -0.01, 0.01], [-0.01, -0.01, 0.03], [0.00, 0.00, 0.00], [0.02, 0.01, 0.00], [0.01, 0.01, 0.00], [0.00, 0.01, -0.01], [-0.02, 0.01, 0.02], [-0.03, -0.03, 0.07], [-0.06, 0.04, -0.01], [0.07, -0.02, 0.01], [0.01, -0.02, -0.01], [-0.02, 0.00, -0.03], [0.01, 0.01, 0.05], [-0.04, -0.04, 0.02], [-0.03, -0.07, -0.11], [0.12, 0.05, -0.47], [-0.08, 0.09, 0.03], [0.09, -0.08, 0.01], [0.02, -0.01, -0.04], [-0.06, -0.07, 0.01], [-0.01, -0.01, 0.01], [0.01, 0.02, 0.00], [0.00, 0.00, 0.00], [0.00, -0.01, 0.00], [0.00, 0.00, 0.02], [0.02, -0.01, 0.00], [0.03, 0.06, 0.06], [0.10, -0.03, -0.36], [0.04, 0.07, -0.04], [-0.15, -0.05, 0.02], [-0.32, -0.13, 0.08], [0.00, 0.01, 0.01], [-0.03, 0.02, 0.03], [-0.01, -0.01, 0.00], [0.00, -0.01, -0.04], [0.00, 0.00, 0.03], [0.00, 0.00, -0.01], [0.01, 0.02, 0.00], [-0.05, -0.01, 0.02], [0.20, 0.09, 0.03], [0.01, -0.01, 0.02], [-0.01, 0.01, 0.01], [0.00, 0.00, 0.02], [0.09, 0.12, -0.03], [0.01, 0.00, 0.01], [0.00, 0.01, -0.02], [-0.01, -0.01, 0.01], [0.00, 0.00, 0.00], [-0.04, 0.02, -0.08], [0.01, 0.00, 0.02], [0.01, 0.03, -0.03], [0.00, 0.01, 0.00], [0.00, 0.00, 0.00], [0.02, -0.02, 0.00]], "homo_lumo_gap_ha": [0.250, 0.252], "relative_energy_kj_mol": 105.9, "spin_multiplicity": 6, "s2": 8.754, "charge": -1}

Question: What is the formula in the third record?
Answer: C27H29Br2MnN4O4S2